C23H39Cl3N3O3SSiV as an isolated structure. Source: the Open Molecules 2025 dataset; level of theory: wB97M-V/def2-TZVPD.

F_max = 2.64 eV/A
HOMO (alpha / beta) = -7.64 / -8.28 eV
Multiplicity = 3
Relative energy (zero: lowest compared OMol25 entry of this formula, charge and spin) = 0.000 eV

Each line ends with the Mulliken spin population.
Atoms and positions in Å:
C1 0.9060 -2.7603 -1.5586  -0.01
C2 0.5974 -2.9818 -0.1170  0.00
H1 1.9022 -3.1178 -1.8315  0.00
H2 0.8562 -1.6843 -1.7842  0.00
H3 0.1703 -3.2526 -2.2124  0.00
C3 1.3470 -3.7070 0.7294  0.00
C4 2.5155 -4.5381 0.3245  0.00
H4 1.0900 -3.7478 1.7888  0.00
H5 2.8527 -4.3027 -0.6927  0.00
H6 2.2726 -5.6131 0.3656  0.00
H7 3.3633 -4.3719 1.0062  0.00
V1 -0.8364 0.7392 -0.2813  2.02
Cl1 -2.7371 -0.1269 -1.1226  0.04
Cl2 0.5011 0.8390 -2.1145  0.00
C5 -2.7092 0.3677 2.0568  0.00
O1 -1.7689 1.0620 1.5762  -0.01
N1 -3.0072 0.4093 3.3552  0.00
C6 -2.3119 1.3212 4.2557  0.00
C7 -4.0234 -0.4514 3.9467  0.00
H8 -3.3315 -0.2791 1.4116  0.00
H9 -1.6156 1.9521 3.6964  0.00
H10 -1.7634 0.7465 5.0126  0.00
H11 -3.0578 1.9498 4.7602  0.00
H12 -4.4199 -1.1308 3.1843  0.00
H13 -4.8417 0.1560 4.3579  0.00
H14 -3.5872 -1.0471 4.7591  0.00
H15 2.7094 -0.7973 -0.2271  0.00
H16 2.5602 -1.5058 2.5283  0.00
C8 3.0587 0.1576 0.1915  0.00
C9 2.9584 -0.4787 2.5987  0.00
N2 2.4653 0.3539 1.5099  0.00
H17 2.7718 0.9688 -0.4833  0.00
C10 1.4093 1.1621 1.6821  0.01
O2 0.8072 1.7067 0.7196  0.00
H18 2.6375 -0.0383 3.5535  0.00
H19 1.0961 1.3336 2.7320  0.00
H20 4.1497 0.1195 0.3141  0.00
H21 4.0555 -0.5264 2.5527  0.00
O3 -0.2033 -0.8549 0.4212  -0.07
C11 -0.6010 -2.2046 0.3893  0.01
C12 -0.5106 -2.1460 2.9116  0.00
C13 -1.1531 -2.5924 1.7623  -0.01
H22 0.3736 -1.5072 2.7976  0.00
C14 -0.9893 -2.5240 4.1691  0.00
H23 -1.4072 -2.3353 -0.3498  0.00
C15 -2.3162 -3.3602 1.8477  0.00
H24 -0.4522 -2.1838 5.0585  0.00
C16 -2.1213 -3.3408 4.2607  0.00
C17 -2.7939 -3.7496 3.1022  0.00
H25 -2.8064 -3.6539 0.9180  0.00
H26 -2.4698 -3.6629 5.2463  0.00
H27 -3.6805 -4.3844 3.1676  0.00
Si1 2.0788 2.3935 -5.9823  0.00
Cl3 2.8998 0.4977 -5.7943  0.00
C18 3.1152 3.5210 -4.9073  0.00
C19 0.3034 2.2265 -5.4361  0.00
C20 2.1883 2.9413 -7.7742  0.00
H28 3.1945 3.1204 -3.8881  0.00
H29 2.6624 4.5210 -4.8563  0.00
H30 4.1299 3.6231 -5.3171  0.00
H31 3.2334 3.0490 -8.0955  0.00
H32 1.6924 3.9153 -7.8928  0.00
H33 1.6969 2.2238 -8.4449  0.00
H34 0.2563 1.8729 -4.3948  0.00
H35 -0.2271 1.4960 -6.0647  0.00
H36 -0.2208 3.1928 -5.5067  0.00
S1 -1.8702 5.0896 0.5830  0.00
C21 -2.4371 4.7076 -1.0269  0.00
C22 -2.0836 3.4198 -1.3735  0.01
N3 -1.4013 2.7470 -0.3784  -0.03
C23 -1.2014 3.5350 0.6957  0.02
H37 -3.0024 5.4016 -1.6336  0.00
H38 -2.2911 2.9042 -2.3097  0.00
H39 -0.6271 3.2143 1.5519  0.00

Forces on atoms 1 to 3 (eV/Å):
C -0.032 0.187 -0.430
C 0.291 -0.494 1.200
H -0.224 0.056 -0.042

=====

C37H28IrN10 as an isolated structure. Source: the Open Molecules 2025 dataset; level of theory: wB97M-V/def2-TZVPD.

F_max = 3.31 eV/A
HOMO (alpha / beta) = -10.74 / -13.41 eV
Net charge = +2
Multiplicity = 6
Relative energy (zero: lowest compared OMol25 entry of this formula, charge and spin) = 0.748 eV

Each line ends with the Mulliken spin population.
Atoms and positions in Å:
Ir1 0.0724 0.2582 -0.2912  2.50
C1 -0.5245 4.6736 1.3724  -0.02
C2 -0.3383 3.5763 0.5392  0.03
N1 0.1033 2.3999 0.9674  0.11
C3 0.4992 2.2853 2.2498  0.11
C4 0.3290 3.3462 3.1830  -0.05
C5 -0.2273 4.5535 2.7126  0.03
C6 0.7743 3.1703 4.5113  0.23
C7 1.5103 2.0493 4.8457  -0.06
C8 1.7479 1.0415 3.9291  0.22
C9 1.1531 1.0663 2.6464  -0.02
N2 1.2062 0.0920 1.7180  0.45
C10 1.7518 -1.1311 1.8690  0.02
C11 1.9174 -1.8422 3.0759  0.17
C12 2.7288 -2.9606 3.1306  -0.06
C13 3.3628 -3.4395 2.0002  0.20
C14 3.0521 -2.8950 0.7369  -0.05
C15 3.5357 -3.4442 -0.4664  0.02
C16 3.1500 -2.8638 -1.6568  -0.03
C17 2.2957 -1.7690 -1.6427  0.03
N3 1.8127 -1.2383 -0.5200  0.18
C18 2.1914 -1.7673 0.6592  -0.02
H1 -0.8851 5.5995 0.9540  0.00
H2 -0.5523 3.6579 -0.5132  0.00
H3 -0.3788 5.3785 3.3930  0.00
H4 0.5951 3.9465 5.2403  0.00
H5 1.9394 1.9731 5.8331  0.00
H6 2.4239 0.2470 4.1932  0.00
H7 1.3737 -1.5268 3.9514  -0.01
H8 2.8680 -3.4556 4.0784  0.00
H9 4.0573 -4.2630 2.0536  0.00
H10 4.1960 -4.2983 -0.4418  0.00
H11 3.4925 -3.2412 -2.6056  0.00
H12 2.0039 -1.3053 -2.5734  0.00
N4 -1.6969 -0.2824 2.6765  0.00
C19 -1.8445 -1.3261 1.8506  -0.01
N5 -2.5814 -2.3296 2.2997  0.01
C20 -2.8056 -3.3718 1.4871  0.00
N6 -3.5339 -4.3946 1.9124  0.00
N7 -2.3419 -3.3811 0.2415  0.00
C21 -1.6424 -2.3356 -0.1843  0.02
N8 -1.3006 -1.2833 0.6193  0.13
C22 -1.3013 -2.3010 -1.5765  0.01
C23 -1.6740 -3.3627 -2.4229  0.00
C24 -1.3930 -3.2882 -3.7638  0.00
C25 -0.7471 -2.1457 -4.2465  0.01
C26 -0.4077 -1.1456 -3.3564  0.04
N9 -0.6680 -1.2093 -2.0570  0.27
H13 -2.0713 -0.3632 3.6057  0.00
H14 -1.1218 0.5004 2.4202  0.01
H15 -3.8908 -4.4156 2.8520  0.00
H16 -3.7102 -5.1682 1.2934  0.00
H17 -2.1807 -4.2055 -1.9839  0.00
H18 -1.6721 -4.0866 -4.4339  0.00
H19 -0.5172 -2.0410 -5.2926  0.00
H20 0.0930 -0.2523 -3.7035  0.01
C27 -3.9543 2.0264 -1.0529  0.01
C28 -3.7318 2.7708 -2.2036  0.00
C29 -2.4667 2.7824 -2.7635  0.01
C30 -1.4316 2.0663 -2.1563  0.03
N10 -1.6859 1.3220 -1.0618  0.09
C31 -2.9007 1.3002 -0.5298  0.00
C32 -0.0246 2.0909 -2.5637  -0.04
C33 0.4484 2.8272 -3.6537  -0.03
C34 1.7993 2.8519 -3.9494  0.05
C35 2.7065 2.1756 -3.1496  -0.02
C36 2.2506 1.4350 -2.0668  -0.03
C37 0.8994 1.3726 -1.7705  0.43
H21 -4.9211 1.9996 -0.5777  0.00
H22 -4.5367 3.3321 -2.6530  0.00
H23 -2.2872 3.3606 -3.6549  0.00
H24 -3.0475 0.6770 0.3413  0.01
H25 -0.2339 3.3851 -4.2766  0.00
H26 2.1512 3.4058 -4.8043  0.00
H27 3.7634 2.2112 -3.3699  0.00
H28 2.9749 0.9224 -1.4533  0.02

Forces on atoms 1 to 3 (eV/Å):
Ir 1.011 0.885 1.539
C 0.147 0.217 0.637
C 0.151 -0.704 0.134